Molecular formula: C3H8OS
Method: DFT, ωB97M-V/def2-TZVPD

## Properties
<S²>   0.753
M   92.16 g mol⁻¹
Kohn-Sham gap (alpha / beta)   7.988 / 3.089 eV
Strongest force on any atom   1.24 eV Å⁻¹

ORCA input file:
```
! RIJCOSX wB97M-V def2-TZVPD def2/J DEFGRID3
* xyz 1 2
O 4.4350 1.1190 0.6123
C 3.5976 0.5698 1.2579
H 3.4289 0.7155 2.3378
H 2.9426 -0.1971 0.7767
C -2.1021 -0.7077 1.2204
C -2.5390 -0.8492 -0.2386
S -1.3781 -0.0489 -1.4452
H -1.0344 -0.5755 1.3890
H -2.5895 0.1730 1.6477
H -2.4879 -1.5389 1.7981
H -3.5538 -0.4701 -0.3062
H -2.4452 -1.8672 -0.6237
H -2.2294 0.9158 -1.8140
*
```

***

Molecular formula: C7H12F2OS
Method: DFT, ωB97M-V/def2-TZVPD

## Properties
M   182.24 g mol⁻¹
Kohn-Sham gap (alpha / beta)   8.411 / 8.412 eV
Strongest force on any atom   4.14 eV Å⁻¹

ORCA input file:
```
! RIJCOSX wB97M-V def2-TZVPD def2/J DEFGRID3
* xyz 0 1
C 4.3948 -0.0718 -0.0933
C 3.2462 -0.5553 -0.4583
C -2.5942 -0.0907 0.2337
C -2.8626 -1.0567 -0.8415
C -3.1438 1.2869 -0.0002
C 2.0822 -0.6558 0.5456
C 0.8958 0.1925 -0.0041
O -0.6449 -1.1032 1.6853
F 1.0933 1.7698 0.8962
F 0.9237 0.6679 -1.2865
S -1.0242 -0.0464 0.7643
H 5.2575 -0.0063 -0.6944
H 4.5976 0.1373 0.9160
H 3.1075 -0.7260 -1.5488
H -2.3335 -0.5974 -1.7100
H -3.9228 -1.1090 -1.0774
H -2.3484 -1.9440 -0.6230
H -3.6477 1.4620 0.9613
H -2.4505 2.1523 -0.2027
H -3.8675 1.0830 -0.7834
H 2.4791 -0.2793 1.4934
H 1.6263 -1.7147 0.3845
H -0.8638 1.2048 1.4432
*
```

***

Molecular formula: C12H8AlN2O4
Method: DFT, ωB97M-V/def2-TZVPD

## Properties
M   271.19 g mol⁻¹
Kohn-Sham gap (alpha / beta)   6.978 / 3.647 eV
Strongest force on any atom   8.41 eV Å⁻¹

ORCA input file:
```
! RIJCOSX wB97M-V def2-TZVPD def2/J DEFGRID3
* xyz 3 1
Al -0.6936 -0.2555 -0.0976
C 0.0927 -0.7978 1.8154
O 0.6772 -1.0412 2.8161
C -2.3883 -1.2546 0.8654
O -3.2569 -1.7913 1.4189
C -0.1932 -2.0822 -0.6912
O 0.1701 -3.1199 -1.0636
C -1.3905 1.3752 0.7718
O -1.7269 2.3736 1.2582
C -2.8636 0.9047 -4.4791
H -2.7193 1.9797 -4.3905
H -2.1531 0.3436 -5.0828
C -3.9973 0.3034 -3.9853
H -4.2066 -0.7450 -4.1893
H -4.7727 0.8909 -3.4971
N 2.3417 2.0981 4.5321
C 2.3813 1.6256 3.4522
C 2.4424 0.9788 2.1488
C 3.2764 -0.1537 2.0554
C 3.1889 -0.9481 0.9264
C 2.2115 -0.6928 -0.0418
N 1.3980 0.3415 0.1735
C 1.5484 1.2754 1.1481
H 3.9133 -0.4531 2.8922
H 3.7596 -1.8511 0.8515
H 2.0812 -1.4057 -0.8473
H 0.8792 2.1016 1.2395
*
```

***

Molecular formula: C12H38BFNO7
Method: DFT, ωB97M-V/def2-TZVPD

## Properties
M   338.25 g mol⁻¹
Kohn-Sham gap   7.549 eV
Strongest force on any atom   0.62 eV Å⁻¹

ORCA input file:
```
! RIJCOSX wB97M-V def2-TZVPD def2/J DEFGRID3
* xyz -1 1
C -0.3040 -0.9950 -4.6314
C 0.8514 -1.0281 -3.6371
N 0.4869 -0.3707 -2.3726
C 1.5801 -0.4708 -1.3744
C 1.1186 -0.9316 0.0118
B -0.2683 -0.2871 0.6132
F -1.3065 -1.3297 0.6600
C -0.0146 0.9394 -2.6184
C 0.9649 2.0853 -2.7168
O -1.1964 1.1390 -2.8023
H -1.2283 -1.1339 -4.0764
H -0.1944 -1.8176 -5.3478
H -0.3389 -0.0742 -5.2176
H 1.7845 -0.6184 -4.0618
H 1.0589 -2.0710 -3.3738
H 2.1371 0.4649 -1.2690
H 2.2993 -1.1909 -1.7802
H 1.0318 -2.0251 0.0457
H 1.9309 -0.6674 0.7056
H -0.0947 0.1242 1.7828
H -0.6691 0.6719 -0.0392
H 0.4910 2.9701 -3.1422
H 1.3103 2.3626 -1.7168
H 1.8548 1.8469 -3.3076
C -2.4764 0.8704 3.9671
O -1.4418 -0.0731 4.2031
H -2.5710 1.4800 4.8655
H -2.2185 1.5102 3.1190
H -3.4347 0.3836 3.7686
H -1.3447 -0.5821 3.3835
C 4.3079 -2.8258 -3.8930
O 4.2568 -1.9929 -2.7444
H 3.3825 -2.6673 -4.4423
H 5.1498 -2.5678 -4.5431
H 4.3766 -3.8833 -3.6214
H 5.0658 -2.1231 -2.2427
C 0.2684 3.3953 4.1083
O 0.9064 2.2243 4.5905
H 1.0243 4.1757 4.0443
H -0.1511 3.2287 3.1126
H -0.5244 3.7283 4.7879
H 0.2561 1.5111 4.6106
C -0.4291 -2.5257 6.7848
O 0.5504 -1.6399 6.2756
H 0.0847 -3.2517 7.4135
H -1.1734 -2.0016 7.3932
H -0.9453 -3.0605 5.9821
H 0.0917 -0.9994 5.7184
C -3.8979 -2.0322 -2.6307
O -2.8407 -2.8608 -3.0975
H -4.8097 -2.3650 -3.1255
H -4.0255 -2.1206 -1.5492
H -3.7197 -0.9820 -2.8770
H -2.0400 -2.5621 -2.6502
C -0.9799 3.5594 0.0224
O 0.0673 4.4179 -0.4525
H -0.5431 2.8447 0.7137
H -1.7388 4.1541 0.5429
H -1.4377 3.0070 -0.7997
H -0.3304 5.0333 -1.0725
*
```

***

Molecular formula: C8H16N6O2Pt
Method: DFT, ωB97M-V/def2-TZVPD

## Properties
<S²>   2.004
M   423.33 g mol⁻¹
Kohn-Sham gap (alpha / beta)   9.883 / 7.568 eV
Strongest force on any atom   2.30 eV Å⁻¹

ORCA input file:
```
! RIJCOSX wB97M-V def2-TZVPD def2/J DEFGRID3
* xyz 2 3
Pt 0.6801 -0.2460 -0.7498
C 0.0002 3.7699 -4.3259
O -0.1123 2.3356 -3.9026
C 0.2735 1.8039 -2.8019
O 0.4688 0.5504 -2.7418
N 0.4015 2.5866 -1.7309
N 0.8263 1.9717 -0.5067
H -0.7103 3.8103 -5.1268
H 1.0601 4.0057 -4.5622
H -0.4386 4.3157 -3.5067
H 0.4585 3.5721 -1.8471
H 0.2642 2.2386 0.2848
H 1.7641 2.2492 -0.3003
N -1.9944 -1.5389 -0.0661
C -3.3160 -1.3398 0.0234
C -3.5875 -0.1498 -0.5906
C -2.3534 0.2976 -1.0695
N -1.3852 -0.5692 -0.7395
H -1.4653 -2.3738 0.2073
H -4.0205 -2.0098 0.4273
H -4.6136 0.2116 -0.6715
H -2.1218 1.1648 -1.6022
C 2.8961 -1.8892 3.8223
N 1.6142 -2.1394 3.1257
C 0.9468 -3.4366 3.4158
C 1.3847 -1.5123 2.0578
N 1.1799 -1.0080 1.0339
H 3.6492 -2.5443 3.4404
H 2.7622 -2.1107 4.8802
H 3.1935 -0.8745 3.6333
H 1.2024 -4.1497 2.6876
H -0.1521 -3.2717 3.3546
H 1.2448 -3.7201 4.4475
*
```

***

Molecular formula: C25H27N3O
Method: DFT, ωB97M-V/def2-TZVPD

## Properties
M   385.51 g mol⁻¹
Kohn-Sham gap   8.966 eV
Strongest force on any atom   0.40 eV Å⁻¹

ORCA input file:
```
! RIJCOSX wB97M-V def2-TZVPD def2/J DEFGRID3
* xyz 0 1
O -0.4649 1.9958 4.4258
C -0.3498 1.7620 3.2424
C -1.0022 2.6558 2.1842
N -0.9056 2.1212 0.8366
C -2.0760 1.3382 0.4714
C -1.8861 0.7218 -0.9124
N -1.6857 1.7841 -1.8758
C -1.7678 1.3614 -3.2661
C -0.7524 0.3286 -3.6944
C 0.5378 0.7043 -4.0503
C 1.4763 -0.2457 -4.4124
C 1.1327 -1.5862 -4.4396
C -0.1531 -1.9704 -4.1011
C -1.0847 -1.0199 -3.7227
C -0.4840 2.5129 -1.5325
C -0.6772 3.1534 -0.1615
N 0.3635 0.7482 2.7007
C 1.2146 -0.1557 3.3456
C 1.8183 0.1552 4.5592
C 2.7271 -0.7177 5.1277
C 3.0588 -1.8986 4.4852
C 2.4500 -2.2190 3.2855
C 1.5122 -1.3695 2.7116
C 0.8011 -1.7973 1.4916
C 1.4941 -2.1599 0.3412
C 0.8135 -2.6345 -0.7655
C -0.5640 -2.7686 -0.7295
C -1.2631 -2.4059 0.4097
C -0.5867 -1.9152 1.5109
H -2.0384 2.8570 2.4927
H -0.4657 3.6080 2.2397
H -2.2139 0.5461 1.2109
H -2.9818 1.9682 0.4563
H -2.7841 0.1623 -1.1821
H -1.0323 0.0228 -0.8868
H -2.7771 0.9668 -3.4174
H -1.6583 2.2621 -3.8779
H 0.8070 1.7509 -4.0581
H 2.4756 0.0624 -4.6839
H 1.8619 -2.3272 -4.7334
H -0.4308 -3.0141 -4.1375
H -2.0882 -1.3246 -3.4601
H -0.3187 3.2973 -2.2743
H 0.4037 1.8570 -1.4996
H 0.2241 3.7082 0.1101
H -1.5258 3.8553 -0.2162
H 0.2651 0.6605 1.6927
H 1.5650 1.0798 5.0506
H 3.1861 -0.4672 6.0723
H 3.7794 -2.5736 4.9220
H 2.6793 -3.1518 2.7903
H 2.5703 -2.0642 0.3190
H 1.3582 -2.9053 -1.6580
H -1.0921 -3.1565 -1.5866
H -2.3379 -2.5103 0.4413
H -1.1271 -1.6489 2.4083
*
```

***

Values of energy above the lowest of the compared OMol25 structures with the same formula, charge and spin, in order: 1.2832, 5.0077, 0.7571, 0.0000, 0.0000, 0.4367, all in eV.